Entry 1:
The following is a DFT calculation (ωB97M-V/def2-TZVPD) of a cluster of 2 separate species, H3N4 in total.

Values from the calculation:
net charge: +1
Kohn-Sham gap (spin up / spin down): 9.36 / 8.16 eV
F_max: 5.26 eV/A
LUMO (spin up / spin down): -7.91 / -9.07 eV

Geometry as XYZ:
```
7
H3N4 ωB97M-V/def2-TZVPD
N -0.502 -0.152 -0.773
N 1.204 0.504 0.417
N -2.037 -0.182 0.990
N -1.292 -0.172 0.160
H 1.790 -0.348 0.300
H -0.631 -1.084 -1.165
H 1.467 1.434 0.071
```

Entry 2:
The following is a DFT calculation (ωB97M-V/def2-TZVPD) of an isolated molecule of C2H5NO2.

Values from the calculation:
net charge: 0
SMILES: C[C@@]1(O)NO1
Kohn-Sham gap: 10.45 eV
F_max: 2.56 eV/A
LUMO: 0.74 eV

Geometry as XYZ:
```
10
C2H5NO2 ωB97M-V/def2-TZVPD
O 1.197 0.446 0.756
O 0.183 -1.540 0.015
N 1.237 0.548 -0.669
C -1.139 0.608 0.067
C 0.172 -0.158 -0.004
H 1.844 -0.159 -1.088
H -1.072 1.672 -0.329
H 0.688 -2.022 0.662
H -1.785 -0.043 -0.568
H -1.327 0.648 1.159
```

Entry 3:
The following is a DFT calculation (ωB97M-V/def2-TZVPD) of a structure of composition C6H13Br3NO7V.

Values from the calculation:
net charge: -2
Kohn-Sham gap: 2.67 eV
F_max: 8.66 eV/A
LUMO: 3.37 eV

Geometry as XYZ:
```
31
C6H13Br3NO7V ωB97M-V/def2-TZVPD
Br 4.271 -1.009 -4.592
Br 6.092 1.017 -2.686
Br 6.349 -2.173 -2.620
V 0.847 -0.356 0.603
O 0.388 1.663 1.253
O -0.322 4.731 1.379
O -4.795 -1.655 1.090
O -3.594 0.146 1.257
O 2.055 -0.407 -0.460
O -0.884 -0.209 -0.930
O 0.562 -1.736 1.248
N -3.865 -0.998 1.523
C 5.073 -0.687 -2.830
C 0.948 4.205 1.467
C -2.925 -1.681 2.455
C -1.223 -1.164 -1.882
C -2.513 -1.954 -1.758
C 1.187 2.697 1.856
H -3.372 -1.343 -1.481
H 0.975 2.551 2.924
H -1.240 -0.564 -2.811
H -0.317 -1.779 -2.003
H 1.435 4.733 2.320
H -3.172 -2.728 2.582
H -2.657 -2.361 -2.763
H -1.934 -1.420 2.092
H 1.513 4.621 0.610
H -2.367 -2.753 -1.028
H 4.362 -0.697 -2.007
H -3.143 -1.164 3.391
H 2.264 2.474 1.800
```

Entry 4:
The following is a DFT calculation (ωB97M-V/def2-TZVPD) of a structure of composition C16H35FIn.

Values from the calculation:
net charge: -1
Kohn-Sham gap: 7.31 eV
F_max: 1.00 eV/A
LUMO: 2.85 eV

Geometry as XYZ:
```
53
C16H35FIn ωB97M-V/def2-TZVPD
In -3.134 3.554 -0.616
F -1.218 3.903 0.090
C 5.454 -0.067 1.442
C -3.103 1.002 1.024
C 1.049 0.309 -2.015
C -0.436 -0.112 -2.020
C 0.093 -2.556 0.115
C 3.998 0.746 -0.484
C -1.244 -2.951 0.736
C -2.593 -1.282 2.107
C -0.733 -1.615 -2.172
C -4.043 2.206 0.932
C -3.424 0.015 2.141
C 2.815 1.693 -0.813
C 1.466 0.979 -0.714
C 0.149 -2.600 -1.413
C -2.260 -1.782 0.723
C 4.728 1.119 0.799
H 4.696 0.750 -1.318
H 2.953 2.149 -1.786
H 0.847 -3.261 0.471
H -4.084 2.736 1.881
H 1.552 0.248 0.089
H -1.770 -0.978 0.203
H -5.026 1.874 0.608
H -1.649 -3.859 0.292
H 3.628 -0.270 -0.368
H -0.915 0.324 -1.149
H 1.723 -0.505 -2.273
H -3.993 5.105 -0.815
H 2.820 2.469 -0.054
H -0.668 -1.859 -3.232
H -3.125 -2.049 2.670
H 4.055 1.550 1.534
H -3.189 0.518 3.076
H -2.094 1.397 1.157
H -2.903 2.683 -2.168
H 1.186 1.071 -2.778
H -0.168 -3.601 -1.709
H 5.481 1.868 0.564
H 5.832 -0.770 0.705
H 1.188 -2.526 -1.719
H -4.495 -0.176 2.129
H -3.111 0.524 0.049
H 4.824 -0.585 2.155
H -1.771 -1.773 -1.896
H -3.144 -2.078 0.161
H 0.374 -1.582 0.509
H -0.898 0.374 -2.872
H -1.057 -3.185 1.784
H 6.317 0.295 1.998
H 0.682 1.664 -0.405
H -1.662 -1.105 2.648
```

Entry 5:
The following is a DFT calculation (ωB97M-V/def2-TZVPD) of an isolated molecule of C6H13NO.

Values from the calculation:
net charge: 0
SMILES: CC(C)[C@@H](C)NC=O
Kohn-Sham gap: 10.21 eV
F_max: 3.72 eV/A
LUMO: 0.86 eV

Geometry as XYZ:
```
21
C6H13NO ωB97M-V/def2-TZVPD
O 0.909 -2.470 -0.850
N 1.269 -0.306 -0.300
C -0.767 0.325 1.062
C -0.044 1.564 1.614
C -2.237 0.641 0.836
C -0.351 1.148 -1.429
C -0.125 0.019 -0.396
C 1.690 -1.597 -0.592
H 1.010 1.351 1.759
H -2.519 1.427 1.551
H -2.987 -0.130 1.021
H -0.685 -0.839 -0.751
H -0.470 -0.635 1.482
H 1.923 0.436 -0.075
H -0.464 1.824 2.590
H -2.570 1.014 -0.134
H 2.774 -1.747 -0.557
H -0.167 2.432 0.974
H -0.642 2.121 -1.030
H -1.145 0.794 -2.089
H 0.532 1.379 -2.015
```

Entry 6:
The following is a DFT calculation (ωB97M-V/def2-TZVPD) of a structure of composition C3H6S3.

Values from the calculation:
net charge: 0
Kohn-Sham gap: 8.83 eV
F_max: 5.22 eV/A
LUMO: 0.07 eV

Geometry as XYZ:
```
12
C3H6S3 ωB97M-V/def2-TZVPD
S 2.097 -1.217 0.395
S -0.221 2.393 -0.282
S -1.256 -1.414 -1.170
C 0.252 0.721 -0.662
C -0.808 -0.169 0.049
C 0.657 -0.168 0.482
H -1.569 0.400 0.474
H 0.901 2.800 0.748
H 1.093 -2.299 0.689
H -2.587 -2.053 -0.282
H 0.658 0.657 -1.810
H 0.782 0.348 1.370
```

Entry 7:
The following is a DFT calculation (ωB97M-V/def2-TZVPD) of an isolated molecule of C4H4N2O2.

Values from the calculation:
net charge: 0
SMILES: c1ncn2c1OCO2
Kohn-Sham gap: 8.94 eV
F_max: 6.86 eV/A
LUMO: 0.15 eV

Geometry as XYZ:
```
12
C4H4N2O2 ωB97M-V/def2-TZVPD
O 1.173 1.093 -0.349
O 0.973 -1.184 -0.336
N -0.024 0.540 0.246
N -2.260 0.207 -0.123
C -0.264 -0.829 0.263
C 1.876 -0.054 0.037
C -1.256 1.121 -0.183
C -1.613 -0.952 -0.207
H 2.796 -0.031 -0.560
H 2.152 -0.099 1.174
H -2.121 -2.017 -0.116
H -1.431 2.205 0.152
```

Entry 8:
The following is a DFT calculation (ωB97M-V/def2-TZVPD) of a structure of composition AsCsF6.

Values from the calculation:
<S²>: 0.757
net charge: +1
2S+1: 2
Kohn-Sham gap (spin up / spin down): 13.45 / 5.67 eV
F_max: 4.25 eV/A
LUMO (spin up / spin down): -5.10 / -12.56 eV

Geometry as XYZ:
```
8
AsCsF6 ωB97M-V/def2-TZVPD
Cs -2.467 -1.863 1.354
As 0.329 0.262 -0.197
F 0.182 -1.421 0.304
F 0.333 0.734 1.524
F 0.393 -0.172 -1.917
F 0.528 1.989 -0.639
F -1.449 0.371 -0.269
F 2.152 0.099 -0.159
```

Entry 9:
The following is a DFT calculation (ωB97M-V/def2-TZVPD) of a cluster of 3 separate species, C4H14N2O2 in total.

Values from the calculation:
net charge: 0
SMILES: C=C(N)CCN.O.O
Kohn-Sham gap: 9.05 eV
F_max: 1.69 eV/A
LUMO: 0.68 eV

Geometry as XYZ:
```
22
C4H14N2O2 ωB97M-V/def2-TZVPD
O -1.793 0.507 3.678
O 2.676 -1.354 2.760
N -0.386 -1.525 -2.382
N 1.073 0.675 0.276
C 0.979 1.260 -2.083
C 0.391 0.982 -0.913
C -1.035 0.500 -0.894
C -1.150 -1.039 -1.237
H -0.944 -1.715 -3.210
H 3.284 -1.138 3.461
H -2.436 1.057 4.111
H 0.308 -0.827 -2.631
H -2.077 -0.389 3.808
H 1.834 1.338 0.422
H 2.748 -0.635 2.126
H 2.052 1.335 -2.183
H -2.195 -1.142 -1.524
H -1.730 1.052 -1.534
H -0.809 -1.544 -0.338
H 0.278 1.468 -2.877
H -1.592 0.549 0.048
H 0.525 0.584 1.117
```

Entry 10:
The following is a DFT calculation (ωB97M-V/def2-TZVPD) of a cluster of 2 separate species, CF3NO2 in total.

Values from the calculation:
net charge: 0
Kohn-Sham gap (spin up / spin down): 5.22 / 5.19 eV
F_max: 1.91 eV/A
LUMO (spin up / spin down): -4.62 / -4.62 eV

Geometry as XYZ:
```
7
CF3NO2 ωB97M-V/def2-TZVPD
F 2.098 1.304 -0.657
F -0.495 -1.917 -0.277
F 0.521 -0.948 1.322
O -0.336 1.300 0.720
O -1.168 0.618 -1.165
N -0.566 0.483 -0.145
C -0.054 -0.840 0.201
```